118
Properties=species:S:1:pos:R:3 method="wB97M-V/def2-TZVPD" lumo_ev=1.63 homo_lumo_gap_ev=6.0 energy_ev=-85301.6302 homo_energy_ev=-4.364 total_charge=-1 multiplicity=1
C 1.144 -3.080 -2.241
C 2.715 -3.005 -1.980
C 3.536 -3.845 -3.072
C 3.261 -1.493 -1.931
C 2.187 -0.458 -1.407
C 4.607 -1.521 -1.032
O 4.387 -0.970 0.262
P 5.112 -1.889 1.539
C 3.595 -1.936 2.706
C 2.250 -1.350 2.108
C 1.236 -1.150 3.355
I -0.749 -1.962 2.995
O 6.679 -1.984 0.790
C 7.254 -0.663 0.798
C 6.998 -0.192 2.338
P 8.276 -1.192 3.303
O 7.701 -2.366 4.094
O 9.117 -0.236 4.456
O 9.515 -1.786 2.285
O 5.607 -0.494 2.514
H 0.543 -2.763 -1.344
H 0.863 -2.412 -3.118
H 0.809 -4.133 -2.495
H 2.906 -3.507 -0.980
H 4.633 -3.919 -2.789
H 3.150 -4.912 -3.127
H 3.470 -3.334 -4.086
H 3.564 -1.202 -2.989
H 1.676 -0.771 -0.454
H 2.637 0.568 -1.268
H 1.363 -0.391 -2.191
H 5.334 -0.839 -1.591
H 4.965 -2.586 -1.045
H 4.561 -3.121 0.991
H 5.698 -2.797 2.519
H 3.852 -1.339 3.640
H 3.459 -3.022 3.010
H 1.811 -2.103 1.392
H 2.338 -0.333 1.639
H 1.683 -1.608 4.283
H 1.188 -0.032 3.565
H 8.290 -0.552 0.376
H 6.686 0.145 0.234
H 7.164 0.920 2.512
H 10.008 -0.639 4.476
H 9.140 -2.449 1.678
C -4.960 2.121 2.597
C -4.779 0.630 2.864
C -3.601 0.025 2.096
C -3.816 0.179 0.625
N -3.983 0.292 -0.519
H -5.186 2.317 1.546
H -5.790 2.514 3.186
H -4.057 2.679 2.864
H -5.703 0.108 2.598
H -4.621 0.478 3.935
H -3.505 -1.036 2.330
H -2.668 0.518 2.373
C 7.109 4.506 3.411
C 8.046 5.171 2.408
C 7.552 5.056 0.964
C 7.446 3.618 0.574
N 7.367 2.498 0.277
H 7.026 3.432 3.232
H 7.486 4.638 4.427
H 6.107 4.941 3.360
H 9.039 4.720 2.496
H 8.150 6.229 2.665
H 8.246 5.557 0.286
H 6.572 5.528 0.854
C -2.897 -6.559 -3.890
C -3.588 -5.273 -3.449
C -2.603 -4.142 -3.144
C -1.686 -4.545 -2.034
N -0.973 -4.853 -1.171
H -2.253 -6.959 -3.105
H -3.638 -7.326 -4.125
H -2.288 -6.390 -4.783
H -4.197 -5.482 -2.565
H -4.271 -4.947 -4.239
H -3.144 -3.242 -2.846
H -2.007 -3.903 -4.028
C -5.246 5.752 6.211
C -6.010 6.457 5.094
C -7.474 6.019 5.006
C -7.553 4.552 4.730
N -7.613 3.412 4.517
H -5.202 4.673 6.049
H -4.217 6.116 6.255
H -5.713 5.936 7.182
H -5.508 6.261 4.143
H -5.971 7.536 5.263
H -7.981 6.558 4.203
H -7.997 6.233 5.941
C -6.690 -2.656 -3.235
C -5.742 -2.007 -4.238
C -6.189 -2.192 -5.689
C -6.247 -3.647 -6.025
N -6.291 -4.780 -6.283
H -6.741 -3.739 -3.371
H -6.346 -2.473 -2.215
H -7.701 -2.249 -3.331
H -4.741 -2.428 -4.104
H -5.672 -0.939 -4.022
H -5.486 -1.699 -6.364
H -7.176 -1.750 -5.846
C -4.505 2.939 -2.571
C -3.540 3.588 -3.558
C -3.980 3.418 -5.014
C -4.044 1.965 -5.356
N -4.088 0.833 -5.610
H -4.566 1.859 -2.717
H -4.169 3.107 -1.547
H -5.510 3.358 -2.674
H -2.545 3.157 -3.420
H -3.463 4.655 -3.330
H -3.270 3.909 -5.684
H -4.963 3.868 -5.174


29
Properties=species:S:1:pos:R:3 method="wB97M-V/def2-TZVPD" lumo_ev=0.38 homo_lumo_gap_ev=9.1 energy_ev=-32351.0780 relative_energy_kcal_mol=0.7 homo_energy_ev=-8.681 multiplicity=1
O -4.642 -2.314 -0.228
Cl 2.646 -1.085 0.499
O -3.151 -0.532 -0.170
C -3.508 -1.863 -0.050
C 2.890 3.964 0.016
C 1.745 3.937 0.865
C 3.244 2.894 -0.732
C 1.025 2.765 0.912
C 2.472 1.717 -0.781
C -0.933 0.673 0.014
C 0.120 -1.898 0.380
C 0.989 -0.805 0.264
C -1.798 -0.452 0.050
C 1.344 1.647 0.105
C 0.458 0.478 0.098
C -1.243 -1.718 0.265
C -2.079 -3.882 -0.724
C -2.311 -2.764 0.278
H 3.528 4.834 -0.023
H 1.419 4.816 1.432
H 4.164 2.977 -1.318
H 0.133 2.711 1.543
H 2.791 0.847 -1.363
H -1.368 1.655 -0.106
H 0.511 -2.909 0.523
H -1.919 -3.471 -1.745
H -1.185 -4.490 -0.513
H -2.918 -4.519 -0.735
H -2.423 -3.214 1.245


120
Properties=species:S:1:pos:R:3 method="wB97M-V/def2-TZVPD" lumo_ev=2.15 homo_lumo_gap_ev=7.3 energy_ev=-125656.0690 relative_energy_kcal_mol=3.1 homo_energy_ev=-5.178 total_charge=-1 multiplicity=1
Y -0.635 0.883 0.532
C -4.714 2.518 1.726
O -4.731 1.844 2.986
C -3.596 1.789 3.742
C -3.767 1.755 5.110
C -2.681 1.688 5.988
C -1.407 1.659 5.471
C -1.201 1.659 4.083
C 0.181 1.605 3.625
N 0.575 1.415 2.420
N 1.971 1.405 2.234
C 2.311 1.072 1.020
O 1.524 0.757 0.042
C 3.782 0.986 0.749
C 4.215 0.729 -0.546
C 5.570 0.625 -0.828
C 6.505 0.763 0.187
C 6.076 1.010 1.487
C 4.724 1.127 1.766
C -2.294 1.701 3.182
O -2.116 1.679 1.897
H -5.759 2.737 1.511
H -4.283 1.905 0.939
H -4.153 3.452 1.789
H -4.784 1.774 5.484
H -2.846 1.680 7.057
H -0.544 1.612 6.126
H 0.957 1.724 4.384
H 3.477 0.591 -1.324
H 5.893 0.423 -1.843
H 7.563 0.670 -0.029
H 6.800 1.114 2.286
H 4.378 1.318 2.773
O 0.150 -4.245 -1.396
S 0.456 -2.778 -1.371
C 0.538 -2.304 -3.106
C 0.908 -3.320 -3.983
C 1.067 -3.049 -5.331
C 0.880 -1.752 -5.791
C 0.454 -0.765 -4.921
C 0.214 -1.028 -3.568
P -0.688 0.216 -2.524
C -2.385 -0.084 -3.171
C -2.701 -0.093 -4.530
C -4.009 -0.255 -4.957
C -5.027 -0.425 -4.027
C -4.722 -0.462 -2.676
C -3.410 -0.297 -2.253
C -0.140 1.778 -3.299
C 1.151 2.197 -2.974
C 1.636 3.410 -3.435
C 0.830 4.230 -4.215
C -0.460 3.829 -4.527
C -0.944 2.609 -4.071
C 2.205 -2.657 -0.910
C 3.197 -2.768 -1.878
C 4.539 -2.797 -1.528
C 4.890 -2.699 -0.198
C 3.906 -2.559 0.768
C 2.547 -2.542 0.453
P 1.351 -2.095 1.808
C 0.313 -3.577 2.054
C 0.526 -4.821 1.478
C -0.303 -5.891 1.795
C -1.338 -5.729 2.699
C -1.549 -4.489 3.295
C -0.734 -3.421 2.968
C 2.411 -2.324 3.310
C 2.850 -3.577 3.744
C 3.623 -3.701 4.885
C 3.971 -2.571 5.620
C 3.539 -1.324 5.202
C 2.763 -1.203 4.052
H 1.064 -4.313 -3.580
H 1.352 -3.839 -6.014
H 1.039 -1.515 -6.836
H 0.296 0.240 -5.295
H -1.923 0.024 -5.273
H -4.231 -0.255 -6.017
H -6.054 -0.532 -4.357
H -5.499 -0.619 -1.939
H -3.190 -0.326 -1.195
H 1.765 1.581 -2.326
H 2.636 3.724 -3.162
H 1.200 5.188 -4.559
H -1.102 4.471 -5.118
H -1.962 2.323 -4.300
H 2.933 -2.838 -2.921
H 5.296 -2.876 -2.299
H 5.931 -2.704 0.100
H 4.215 -2.438 1.797
H 1.325 -4.960 0.761
H -0.146 -6.848 1.313
H -2.002 -6.553 2.926
H -2.371 -4.353 3.985
H -0.915 -2.449 3.417
H 2.583 -4.466 3.185
H 3.952 -4.682 5.206
H 4.578 -2.669 6.512
H 3.802 -0.437 5.765
H 2.451 -0.222 3.713
Cl -4.666 8.022 -2.460
C -3.795 6.599 -1.931
C -2.684 6.753 -1.118
C -1.985 5.623 -0.723
C -2.403 4.364 -1.133
C -3.534 4.228 -1.927
C -4.236 5.351 -2.338
C -1.638 3.152 -0.703
O -0.534 3.281 -0.125
O -2.140 2.012 -0.947
H -2.377 7.741 -0.805
H -1.106 5.698 -0.096
H -3.853 3.233 -2.214
H -5.115 5.265 -2.962
N -1.719 -1.075 0.731
C -2.581 -1.863 0.859
N -3.575 -2.643 0.794
C -4.043 -3.490 1.683
N -4.540 -4.245 2.408


11
Properties=species:S:1:pos:R:3 method="wB97M-V/def2-TZVPD" lumo_ev=-1.12 homo_lumo_gap_ev=9.3 energy_ev=-14310.4126 relative_energy_kcal_mol=30.6 homo_energy_ev=-10.448 multiplicity=1
O -0.067 0.937 2.374
O 0.075 -1.901 1.165
N -0.250 0.593 -1.147
O 0.518 2.424 0.768
O -0.337 -0.530 -1.971
C 0.082 1.217 1.196
C -0.100 -1.193 0.183
C -0.180 0.230 0.126
N -0.083 -1.622 -1.135
H 0.624 2.420 -0.183
H -0.282 -2.577 -1.376


56
Properties=species:S:1:pos:R:3 method="wB97M-V/def2-TZVPD" lumo_ev=0.45 homo_lumo_gap_ev=11.0 energy_ev=-190287.7532 relative_energy_kcal_mol=10.8 homo_energy_ev=-10.567 multiplicity=1
Cl -2.858 3.870 4.238
C -2.193 2.218 4.280
C -0.697 2.221 4.072
Cl -0.084 0.508 4.323
H -2.648 1.637 3.478
H -2.502 1.752 5.216
H -0.194 2.836 4.818
H -0.409 2.543 3.071
Cl 4.774 -2.732 0.239
C 4.759 -1.620 -1.203
C 4.970 -2.429 -2.448
Cl 5.021 -1.355 -3.869
H 5.502 -0.827 -1.120
H 3.785 -1.132 -1.170
H 4.200 -3.195 -2.543
H 5.964 -2.867 -2.363
Cl -1.225 -0.827 -2.069
C -0.400 -0.886 -3.612
C 1.111 -1.128 -3.484
Cl 1.488 -2.672 -2.774
H -0.580 0.098 -4.043
H -0.942 -1.656 -4.162
H 1.649 -0.358 -2.932
H 1.530 -1.055 -4.487
Cl -1.476 2.839 -3.768
C -1.658 3.776 -2.195
C -0.259 4.330 -1.835
Cl -0.339 4.954 -0.127
H -2.053 3.022 -1.514
H -2.444 4.526 -2.283
H 0.152 5.135 -2.444
H 0.537 3.586 -1.810
Cl -0.622 -5.837 2.238
C -1.260 -4.201 1.777
C -0.321 -3.463 0.786
Cl 1.204 -3.067 1.655
H -1.437 -3.523 2.612
H -2.229 -4.346 1.300
H -0.624 -2.434 0.590
H -0.025 -3.995 -0.117
Cl 2.407 1.748 -1.233
C 2.383 1.413 0.489
C 1.358 0.345 0.934
Cl -0.313 0.957 0.684
H 2.256 2.365 1.005
H 3.412 1.234 0.801
H 1.404 0.098 1.995
H 1.463 -0.589 0.382
Cl -3.872 1.962 0.795
C -4.272 0.245 0.603
C -3.646 -0.710 1.635
Cl -3.940 -2.400 1.272
H -3.866 -0.030 -0.370
H -5.356 0.170 0.517
H -4.018 -0.470 2.631
H -2.567 -0.585 1.541


18
Properties=species:S:1:pos:R:3 method="wB97M-V/def2-TZVPD" lumo_ev=0.80 homo_lumo_gap_ev=9.3 energy_ev=-8794.1651 relative_energy_kcal_mol=79.6 homo_energy_ev=-8.546 multiplicity=1
C 0.708 -0.369 -0.276
C 0.598 -0.540 1.224
C -0.845 0.274 -0.776
C -1.977 -0.713 -0.574
N 1.736 0.556 -0.683
N -0.134 0.676 1.715
N 0.467 1.774 1.596
H 0.790 -1.317 -0.808
H 2.567 0.578 -0.092
H 1.778 0.645 -1.698
H 1.360 1.695 1.073
H 1.569 -0.620 1.724
H -0.004 -1.418 1.470
H -0.648 0.396 -1.847
H -1.136 1.280 -0.471
H -1.709 -1.711 -0.934
H -2.251 -0.795 0.481
H -2.868 -0.390 -1.124